#w
A 8-piece molecular cluster, C44H112N8O14 overall. Source: OMol25; level of theory: wB97M-V/def2-TZVPD.

```
178
C44H112N8O14 (wB97M-V/def2-TZVPD)
C 1.7958 3.9933 7.8032
O 0.5713 3.3824 7.5083
C 0.6110 1.9847 7.4196
C -0.8542 1.5951 6.9252
C -0.9709 0.0767 6.8230
N -0.9343 2.0519 5.5660
H 2.5187 3.6560 7.0604
H 2.0849 3.6628 8.8008
H 1.7965 5.0820 7.7516
H 1.3318 1.7476 6.6370
H 0.8795 1.6231 8.4122
H -1.6003 2.0087 7.6037
H -1.9043 -0.3512 6.4574
H -0.9744 -0.2965 7.8471
H -0.1149 -0.2275 6.2206
H -1.9063 2.0622 5.2918
H -0.6038 2.9917 5.3997
C -6.9066 0.9025 -8.7312
O -7.5730 -0.0644 -7.9787
C -8.3205 0.3488 -6.9315
C -8.9796 -0.8229 -6.1148
C -9.7547 -0.3160 -4.8844
N -8.0102 -1.5532 -5.3740
H -6.2110 1.3340 -8.0114
H -7.6569 1.6212 -9.0608
H -6.4617 0.4236 -9.6034
H -7.6674 0.8946 -6.2506
H -8.9390 1.1905 -7.2432
H -9.6262 -1.3940 -6.7809
H -10.5671 0.3608 -5.1491
H -9.1323 0.3092 -4.2442
H -10.0511 -1.1274 -4.2195
H -8.5061 -2.2760 -4.8723
H -7.4708 -2.1085 -6.0226
C 0.5869 5.8417 4.3774
O -0.4190 5.9401 5.3406
C -1.0522 7.1831 5.2335
C -2.1583 7.3175 6.2754
N -1.7323 7.1700 7.6701
C -0.9926 8.3910 8.0725
C -0.3925 8.0454 9.5410
O -1.4279 8.2752 10.5709
C -2.4112 7.1690 10.6718
H 1.4445 6.3977 4.7562
H 0.3661 6.2473 3.3900
H 0.9994 4.8329 4.3615
H -1.6109 7.3191 4.3076
H -0.2716 7.9388 5.3210
H -2.9178 6.5617 6.0750
H -2.6111 8.3058 6.1956
H -1.0696 6.4153 7.5637
H -1.7299 9.1932 8.1045
H -0.1825 8.7157 7.4195
H 0.5120 8.6084 9.7712
H 0.0315 7.0466 9.6446
H -2.4564 7.0228 11.7510
H -2.0014 6.2468 10.2598
H -3.4272 7.3863 10.3421
C 10.4186 6.2621 -0.8659
O 9.3320 7.1355 -1.2194
C 8.2013 6.4235 -1.7189
C 6.9367 7.2308 -1.8295
N 6.2894 7.2499 -0.4490
C 4.8811 7.1018 -0.6638
C 4.4154 5.6968 -1.0958
O 4.4463 5.3440 -2.4780
C 4.1303 4.0090 -2.8691
H 10.6860 5.5852 -1.6773
H 9.9760 5.6284 -0.0974
H 11.1879 6.8810 -0.4042
H 8.0772 5.5275 -1.1107
H 8.5083 6.1423 -2.7262
H 6.2670 6.8215 -2.5859
H 7.0541 8.2608 -2.1662
H 6.5821 6.4728 0.1260
H 4.5381 7.8245 -1.4041
H 4.3143 7.4270 0.2087
H 3.4729 5.4002 -0.6356
H 5.0127 5.0485 -0.4546
H 3.1531 3.9712 -3.3504
H 4.2427 3.3647 -1.9971
H 4.8513 3.6470 -3.6020
C 5.6194 1.4752 1.7568
O 6.6686 2.1326 1.0733
C 7.4620 1.3385 0.1490
C 6.8238 0.9023 -1.1524
N 7.8081 0.0825 -1.9185
C 7.2715 -0.2644 -3.2201
C 6.3998 -1.5320 -3.1373
O 5.0716 -1.1376 -2.8253
C 4.1405 -2.2221 -2.6326
H 4.7505 1.9039 1.2575
H 5.3669 1.8146 2.7614
H 5.6189 0.4000 1.5779
H 7.9090 0.5282 0.7250
H 8.3332 1.9782 0.0078
H 6.4453 1.7225 -1.7625
H 5.8979 0.3511 -0.9880
H 8.6231 0.6686 -2.0298
H 8.1610 -0.4651 -3.8172
H 6.6212 0.5020 -3.6417
H 6.7246 -2.1781 -2.3218
H 6.2623 -2.0509 -4.0860
H 3.8809 -2.6657 -3.5939
H 3.2323 -1.7420 -2.2684
H 4.5101 -2.9685 -1.9295
C -0.2009 -3.0713 2.5151
O -0.2732 -1.8920 1.6975
C 1.0046 -1.3528 1.2943
C 0.8143 -0.1201 0.3740
N -0.0424 0.9493 1.0191
C -1.0111 1.6417 0.1834
C -2.0642 0.6038 -0.4522
O -2.6262 1.4478 -1.3558
C -3.7780 1.0242 -2.0687
H -1.2419 -3.1955 2.8133
H 0.2603 -2.9532 3.4956
H 0.2085 -3.9406 2.0005
H 1.6076 -2.1170 0.8039
H 1.5371 -1.1722 2.2280
H 0.3136 -0.4517 -0.5356
H 1.8007 0.1329 -0.0148
H -0.4827 0.5713 1.8457
H -0.3827 2.0602 -0.6027
H -1.4499 2.4619 0.7517
H -2.7722 0.1317 0.2290
H -1.5845 -0.1100 -1.1218
H -4.6519 1.0228 -1.4173
H -3.7316 0.1135 -2.6658
H -4.0434 1.8028 -2.7839
C -2.9055 -7.5633 5.7122
O -3.8965 -7.7068 4.6507
C -3.3934 -8.3592 3.4737
C -3.9817 -9.6958 3.4585
N -5.4180 -9.7667 3.0730
C -5.7442 -9.8855 1.6371
C -5.8283 -11.3126 1.1995
O -6.1601 -11.3172 -0.1560
C -5.6840 -12.4725 -0.8603
H -3.2225 -7.1612 6.6745
H -1.9399 -7.0942 5.5236
H -2.8304 -8.6121 5.9994
H -2.3035 -8.3624 3.4901
H -3.8486 -7.8192 2.6435
H -3.7142 -10.1035 4.4333
H -3.3781 -10.2689 2.7547
H -5.7899 -8.8956 3.4238
H -4.8841 -9.4796 1.1045
H -6.6000 -9.2734 1.3523
H -6.6517 -11.7923 1.7285
H -4.9445 -11.8365 1.5635
H -4.6322 -12.3790 -1.1306
H -6.2204 -12.5371 -1.8069
H -5.8353 -13.4296 -0.3612
C 0.4830 -7.3391 -10.2651
O 1.0146 -6.4381 -9.2471
C -0.0862 -6.1806 -8.4400
C 0.4968 -5.1133 -7.4959
N -0.1793 -4.8955 -6.2350
C -1.5617 -4.3830 -6.4257
C -1.4749 -2.9413 -6.9198
O -0.4941 -2.1423 -6.2844
C -0.3390 -0.8357 -6.8347
H -0.1368 -6.6982 -10.8921
H -0.0805 -8.1376 -9.7826
H 1.1199 -7.7538 -11.0464
H -0.3355 -7.0533 -7.8363
H -0.9717 -5.7701 -8.9255
H 0.6389 -4.1145 -7.9086
H 1.5122 -5.4392 -7.2703
H 0.3669 -4.2187 -5.7215
H -2.1312 -4.4349 -5.4978
H -2.0919 -5.0562 -7.0994
H -2.4494 -2.5108 -6.6896
H -1.3137 -2.9809 -7.9971
H 0.3519 -0.1447 -6.3518
H -1.2320 -0.2142 -6.7680
H -0.0551 -1.0338 -7.8683
```

Values from the calculation:
highest occupied orbital energy = -8.2502 eV

---

#x
A 8-piece molecular cluster, C44H112N8O14 overall. Source: OMol25; level of theory: wB97M-V/def2-TZVPD.

```
178
C44H112N8O14 (wB97M-V/def2-TZVPD)
C -1.9686 -1.7576 2.7484
O -1.0686 -0.8798 2.1722
C -1.1692 -0.8216 0.7790
C -0.0832 0.0530 0.2476
C -0.2429 1.4254 0.8395
N -0.2013 0.1688 -1.2353
H -1.9870 -2.7552 2.2713
H -2.9809 -1.3361 2.7216
H -1.6759 -1.9496 3.7808
H -1.1053 -1.8485 0.3611
H -2.1651 -0.4187 0.5039
H 0.8703 -0.4045 0.5170
H -1.1612 1.9416 0.5609
H 0.5940 2.0889 0.6043
H -0.2031 1.3604 1.9393
H -1.1837 0.3829 -1.4158
H -0.0332 -0.7477 -1.6793
C -0.4442 -6.9542 -3.6605
O -0.9244 -5.7414 -3.1542
C 0.1075 -4.8944 -2.8905
C -0.4117 -3.5744 -2.3985
C -1.3715 -2.9708 -3.3834
N 0.7176 -2.6387 -2.1406
H -1.2853 -7.6024 -3.8690
H 0.2359 -7.4086 -2.9311
H 0.0819 -6.7811 -4.6131
H 0.8748 -5.3082 -2.2061
H 0.6741 -4.6925 -3.8252
H -0.9496 -3.7724 -1.4610
H -2.3193 -3.5176 -3.3889
H -0.9973 -3.0348 -4.4106
H -1.5473 -1.9280 -3.1294
H 1.1617 -2.4460 -3.0467
H 1.4653 -3.1264 -1.5954
C 0.7834 4.8083 2.4243
O -0.2174 4.4924 1.5048
C -0.4586 5.5699 0.6234
C -1.5380 5.2023 -0.3278
N -2.6964 4.6684 0.4176
C -3.6369 3.8492 -0.3337
C -4.6328 3.2396 0.6090
O -3.9816 2.1747 1.2530
C -4.7945 1.5535 2.1395
H 1.6756 5.2391 1.9635
H 1.0604 3.8630 2.9021
H 0.3878 5.4625 3.2110
H 0.4388 5.8104 0.0279
H -0.7469 6.4658 1.1951
H -1.1730 4.5071 -1.1105
H -1.8875 6.1211 -0.8225
H -2.3406 4.1190 1.2027
H -3.1576 2.9864 -0.8546
H -4.1690 4.4149 -1.0913
H -5.4950 2.8605 0.0231
H -5.0364 3.9502 1.3438
H -5.6248 1.0432 1.6280
H -5.1657 2.2484 2.9026
H -4.2055 0.7888 2.6477
C 0.9258 -0.8747 4.1627
O 1.8676 -0.1721 4.8918
C 3.1715 -0.3841 4.3976
C 4.1403 0.4024 5.2309
N 5.4643 0.3337 4.6505
C 6.4904 0.8881 5.5371
C 7.8431 0.7645 4.9059
O 7.8961 1.6131 3.7936
C 9.2000 1.7694 3.2897
H 1.1400 -1.9538 4.1286
H 0.9192 -0.5031 3.1268
H -0.0344 -0.7040 4.6313
H 3.1894 0.0696 3.3881
H 3.4182 -1.4402 4.2970
H 4.1422 -0.0012 6.2527
H 3.7873 1.4485 5.3353
H 5.4984 0.7744 3.7107
H 6.5095 0.2707 6.4403
H 6.2689 1.9506 5.7465
H 7.9746 -0.2789 4.5643
H 8.6371 0.9907 5.6382
H 9.8897 2.1142 4.0775
H 9.1601 2.4610 2.4607
H 9.6041 0.7986 2.9322
C 4.3136 3.9803 -4.2200
O 3.8584 3.5855 -2.9974
C 3.2560 2.2954 -3.0054
C 2.6753 2.1051 -1.6034
N 3.7752 2.2094 -0.6396
C 3.2595 2.4860 0.6981
C 4.3446 2.5174 1.7243
O 4.9320 1.2614 1.9130
C 6.0267 0.9421 1.0729
H 4.9026 3.1988 -4.7285
H 5.0134 4.7987 -4.0497
H 3.4869 4.2983 -4.8588
H 3.9978 1.5128 -3.2037
H 2.4245 2.2257 -3.7341
H 2.1382 1.1699 -1.4321
H 1.8995 2.8848 -1.4399
H 4.3042 3.0373 -0.9347
H 2.6278 1.6298 0.9778
H 2.6823 3.4278 0.7568
H 3.9400 2.8172 2.6980
H 5.1254 3.2711 1.4923
H 6.5753 1.8448 0.7899
H 5.6586 0.4985 0.1273
H 6.6069 0.1718 1.5682
C -6.7316 6.3596 -1.1093
O -6.2522 5.3020 -1.8791
C -5.5618 5.6906 -2.9812
C -5.0785 4.4118 -3.6851
N -6.1767 3.4474 -3.7377
C -5.8213 2.0928 -4.1718
C -5.0211 1.3068 -3.1973
O -5.9191 0.9853 -2.1471
C -5.3678 0.1003 -1.2452
H -7.7291 6.6359 -1.4579
H -6.0483 7.2098 -1.1433
H -6.7933 5.9990 -0.0853
H -4.7475 6.3841 -2.7207
H -6.1865 6.2465 -3.7062
H -4.1377 4.0716 -3.2096
H -4.8157 4.6714 -4.7196
H -6.5833 3.3622 -2.8091
H -5.3556 2.1184 -5.1618
H -6.7619 1.5458 -4.2980
H -4.1290 1.8262 -2.8267
H -4.6863 0.3803 -3.7069
H -6.0627 -0.0539 -0.4178
H -4.4384 0.4931 -0.8295
H -5.2076 -0.8841 -1.7162
C 2.3276 -3.3249 0.8766
O 3.0003 -3.1565 -0.3425
C 3.7993 -1.9607 -0.3877
C 4.9770 -2.1398 -1.3544
N 4.6705 -2.3425 -2.7821
C 4.3032 -1.0527 -3.4489
C 3.9835 -1.2848 -4.9409
O 2.9469 -2.1675 -5.1233
C 2.6826 -2.3095 -6.4870
H 1.4045 -2.7174 0.9025
H 2.9376 -3.0464 1.7347
H 2.0199 -4.3705 0.9331
H 4.2450 -1.7216 0.5895
H 3.1926 -1.0844 -0.6784
H 5.5155 -3.0180 -0.9953
H 5.6090 -1.2495 -1.2647
H 3.8441 -2.9426 -2.8299
H 5.1828 -0.4185 -3.3819
H 3.3877 -0.6652 -2.9632
H 4.8841 -1.6718 -5.4432
H 3.7191 -0.3194 -5.4114
H 2.3337 -1.3499 -6.9106
H 1.9509 -3.0899 -6.6146
H 3.6003 -2.5503 -7.0497
C -1.6178 -6.1398 1.7572
O -2.9130 -6.4369 1.6194
C -3.5053 -5.8517 0.4677
C -4.9922 -5.8812 0.7045
N -5.3655 -5.1887 1.9115
C -5.2627 -3.7337 1.7775
C -5.4106 -3.1577 3.0914
O -4.2476 -3.4811 3.7979
C -4.3173 -3.1578 5.1753
H -0.9961 -6.5047 0.9373
H -1.2841 -6.5012 2.7249
H -1.4735 -5.0346 1.7868
H -3.2527 -6.4269 -0.4464
H -3.1020 -4.8406 0.2703
H -5.2959 -6.9223 0.8222
H -5.5122 -5.4920 -0.1767
H -4.6734 -5.4786 2.6081
H -6.0607 -3.3654 1.1284
H -4.2713 -3.4458 1.3856
H -6.3297 -3.5036 3.6114
H -5.5749 -2.0564 3.0912
H -3.3788 -3.4581 5.6255
H -5.1762 -3.6658 5.6584
H -4.5104 -2.0800 5.3541
```

Values from the calculation:
highest occupied orbital energy = -8.2688 eV

---

#x wins, 769.9 kJ/mol ahead of the next structure.

---

#w
An isolated molecule of C4H13N3. Source: OMol25; level of theory: wB97M-V/def2-TZVPD.

```
20
C4H13N3 (wB97M-V/def2-TZVPD)
N 2.0489 1.4541 -0.3840
C 2.1824 0.0786 0.0168
C 0.9250 -0.4453 0.6583
C -0.3994 -0.0659 -0.0150
N -0.4670 -0.4069 -1.4439
C -1.5574 -0.7330 0.7397
N -2.7764 0.0816 0.6809
H 2.7039 1.8503 -1.0315
H 1.1298 1.8239 -0.5298
H 2.4939 -0.5748 -0.8116
H 2.9903 -0.0304 0.7439
H 0.8512 -0.0326 1.6652
H 0.9234 -1.5303 0.7199
H -0.6459 0.9991 0.0816
H 0.3305 -0.9916 -1.6928
H -0.3004 0.4178 -2.0036
H -1.2538 -0.8984 1.7782
H -1.7815 -1.7199 0.3242
H -2.7010 0.7658 -0.0576
H -3.6231 -0.4399 0.5305
```

Values from the calculation:
highest occupied orbital energy = -8.8766 eV

---

#x
A 2-piece molecular cluster, C4H13N3 overall. Source: OMol25; level of theory: wB97M-V/def2-TZVPD.

```
20
C4H13N3 (wB97M-V/def2-TZVPD)
C 1.2118 0.0142 0.4109
C 3.0486 -1.1060 -1.1084
C -3.1254 -0.0845 1.1510
C -2.4104 0.3627 -1.0749
N -1.3259 -1.3019 0.1093
N 2.3271 0.1056 -0.5144
N -2.1764 -0.4868 0.0372
H 0.2590 -0.1421 -0.0524
H 1.2295 -0.8595 1.1514
H 1.2397 0.9275 1.0452
H 3.8108 -0.6706 -1.7531
H 3.2735 -1.9948 -0.5126
H 2.2831 -1.5465 -1.7659
H -2.8075 -0.8023 1.9717
H -3.2191 0.9942 1.4969
H -4.1035 -0.4594 0.9062
H -1.8847 -0.1131 -1.8313
H -3.4983 0.3784 -1.3629
H -1.8740 1.3927 -1.0730
H 3.1373 0.5886 -0.1089
```

Values from the calculation:
highest occupied orbital energy = -7.9401 eV

---

#w wins, 376.6 kJ/mol ahead of the next structure.

---

#w
An isolated molecule of C4H13N3. Source: OMol25; level of theory: wB97M-V/def2-TZVPD.

```
20
C4H13N3 (wB97M-V/def2-TZVPD)
N -0.7735 1.0243 2.2952
C -0.7060 1.7304 1.0141
C 0.3050 1.1683 0.0265
C 0.0755 -0.3256 -0.3390
N -1.2806 -0.7340 -0.6245
C 1.0830 -0.8169 -1.3925
N 1.5661 -2.1740 -1.1846
H -1.5319 0.3585 2.3232
H 0.0640 0.4894 2.4960
H -1.7194 1.7155 0.5962
H -0.4532 2.7723 1.2049
H 1.2896 1.1783 0.5000
H 0.3138 1.7557 -0.8937
H 0.4102 -0.8295 0.5800
H -1.9057 0.0231 -0.8697
H -1.7203 -1.2469 0.1235
H 1.9256 -0.1177 -1.3291
H 0.6333 -0.6590 -2.3682
H 1.2744 -2.5254 -0.2802
H 1.1502 -2.7869 -1.8779
```

Values from the calculation:
highest occupied orbital energy = -8.9260 eV

---

#x
An isolated molecule of C4H13N3. Source: OMol25; level of theory: wB97M-V/def2-TZVPD.

```
20
C4H13N3 (wB97M-V/def2-TZVPD)
N -1.4895 -0.7065 -2.8153
C -1.0479 0.0883 -1.6688
C -0.9009 -0.7592 -0.3975
C 0.5332 -0.9703 0.0666
N 1.2450 0.2221 0.5698
C 0.6051 1.1114 1.4952
N 1.1407 0.9399 2.8579
H -0.7016 -1.0596 -3.3418
H -2.1251 -0.2145 -3.4235
H -0.0403 0.4924 -1.8441
H -1.7792 0.8777 -1.5191
H -1.4402 -0.2725 0.4277
H -1.4105 -1.7302 -0.4020
H 1.1015 -1.2634 -0.8127
H 0.5239 -1.7328 0.8522
H 1.5841 0.7289 -0.2345
H 0.7414 2.1498 1.1882
H -0.4677 0.9560 1.5595
H 1.8295 0.2046 2.8784
H 0.4140 0.8440 3.5538
```

Values from the calculation:
highest occupied orbital energy = -8.6701 eV

---

#w wins, 38.4 kJ/mol ahead of the next structure.